{"formula": "C33H36F6Ge2N5O7S2SiTi", "method": "the ωB97M-V functional and the def2-TZVPD basis", "e_above_lowest_kcal_mol": 11.68, "s_squared": 0.75, "total_charge": -2, "homo_lumo_gap_ev": [5.34, 5.34], "lumo_energy_ha": [0.1538, 0.1538], "spin_multiplicity": 2, "elements": ["Ti", "O", "C", "N", "C", "O", "C", "C", "C", "C", "C", "N", "C", "C", "C", "C", "C", "N", "H", "H", "H", "H", "H", "H", "H", "H", "F", "C", "F", "F", "S", "O", "O", "N", "S", "O", "O", "C", "F", "F", "F", "C", "Si", "C", "C", "O", "H", "H", "H", "H", "H", "H", "H", "H", "H", "C", "Ge", "C", "C", "Ge", "C", "C", "C", "C", "C", "C", "C", "C", "C", "C", "C", "C", "H", "H", "H", "H", "H", "H", "H", "H", "H", "H", "H", "H", "H", "H", "H", "H", "H", "H", "H", "N", "C"], "positions_angstrom": [[-0.29497, 0.21963, 0.42833], [-3.38860, -2.17783, -0.73933], [-2.28693, -1.78262, -0.43195], [-1.86614, -1.13890, 0.70758], [-2.32237, -1.48311, 1.94390], [-3.25307, -2.20495, 2.24746], [-1.42570, -0.89958, 3.02238], [-1.72800, -1.04307, 4.36442], [-0.85595, -0.50338, 5.29596], [0.28694, 0.14257, 4.85642], [0.52097, 0.23304, 3.49542], [-0.32748, -0.26813, 2.60230], [-1.10199, -2.01806, -1.34849], [-1.23277, -2.74249, -2.51652], [-0.07435, -3.06955, -3.20512], [1.15171, -2.67387, -2.69654], [1.18608, -1.89205, -1.55546], [0.07374, -1.55399, -0.90444], [-2.62864, -1.57457, 4.63691], [-1.06017, -0.59120, 6.35600], [1.00162, 0.56009, 5.55197], [1.39754, 0.72286, 3.09406], [-2.21889, -3.03589, -2.84489], [-0.12604, -3.62276, -4.13389], [2.07622, -2.91959, -3.19991], [2.11408, -1.51869, -1.14600], [1.34035, 1.81284, -6.15157], [0.16702, 1.95737, -5.51903], [-0.78205, 2.13355, -6.44973], [0.22546, 3.04340, -4.76375], [-0.17112, 0.44201, -4.51631], [0.84563, 0.44307, -3.50772], [-0.19574, -0.60069, -5.49962], [-1.62471, 0.67117, -3.96989], [-2.00869, 1.47932, -2.68502], [-2.09816, 2.89651, -2.84679], [-1.39271, 1.00768, -1.46041], [-3.76684, 0.91144, -2.55973], [-3.91638, -0.36045, -2.90170], [-4.54388, 1.65517, -3.35545], [-4.18196, 1.07557, -1.30293], [0.03039, 4.74023, 1.48685], [-1.19939, 3.32754, 1.54376], [-2.70578, 3.75791, 0.51724], [-1.73660, 3.06271, 3.33146], [-0.50022, 1.96536, 1.00273], [-0.36971, 5.64134, 1.96238], [0.29213, 4.97152, 0.45222], [0.94942, 4.45780, 2.00612], [-3.20658, 4.63934, 0.93074], [-3.42456, 2.93393, 0.50728], [-2.42299, 3.97190, -0.51509], [-2.36313, 3.89111, 3.67626], [-0.86975, 2.99793, 3.99361], [-2.31209, 2.13862, 3.43684], [2.06240, -2.87887, 3.93269], [2.54468, -2.43286, 1.99695], [1.57020, -4.01471, 1.17640], [4.38831, -3.32052, 2.02446], [2.25157, 1.15108, -0.04231], [3.72694, 0.43919, -1.17404], [4.59508, -0.51731, -0.63995], [5.60532, -1.07913, -1.41097], [5.76705, -0.69341, -2.73525], [4.91217, 0.25609, -3.27932], [3.90260, 0.81628, -2.50523], [3.28665, 2.05535, 1.41279], [3.54271, 3.42798, 1.42159], [4.27356, 4.01714, 2.44687], [4.77389, 3.24411, 3.48622], [4.53817, 1.87630, 3.48818], [3.80300, 1.29184, 2.46337], [2.38134, -3.89910, 4.17838], [0.97949, -2.81874, 4.08423], [2.53695, -2.19292, 4.64304], [1.67656, -4.91369, 1.79537], [1.98429, -4.23472, 0.18622], [0.50229, -3.81070, 1.04555], [4.32205, -4.34421, 2.41242], [5.08986, -2.76170, 2.65368], [4.81144, -3.36306, 1.01528], [4.46468, -0.84297, 0.38708], [6.26043, -1.82391, -0.97263], [6.55181, -1.13269, -3.34127], [5.02398, 0.56086, -4.31398], [3.23588, 1.54456, -2.94978], [3.16056, 4.05094, 0.62083], [4.45288, 5.08678, 2.42973], [5.34494, 3.70391, 4.28515], [4.92832, 1.25529, 4.28749], [3.62659, 0.21792, 2.47005], [1.62563, 3.72749, -1.72564], [1.87292, 2.77998, -1.11435]], "lowdin_spin": [0.953, 0.000, 0.002, 0.002, 0.002, 0.000, 0.002, 0.000, 0.002, 0.001, 0.007, 0.008, 0.001, 0.001, 0.001, 0.000, 0.002, 0.001, 0.000, 0.000, 0.000, 0.002, 0.000, 0.000, 0.000, 0.000, 0.000, 0.000, 0.000, 0.000, 0.000, 0.000, 0.000, 0.001, 0.002, 0.001, 0.014, 0.000, 0.000, 0.000, 0.000, 0.000, -0.001, 0.000, 0.000, -0.010, 0.000, 0.000, 0.000, 0.000, 0.000, 0.000, 0.000, 0.000, 0.000, 0.001, 0.005, 0.000, 0.002, 0.003, -0.003, -0.001, 0.000, -0.001, 0.000, -0.001, 0.001, 0.000, 0.000, 0.000, 0.000, 0.000, 0.000, 0.000, 0.000, 0.000, 0.000, 0.000, 0.000, 0.000, 0.000, 0.000, 0.000, 0.000, 0.000, 0.000, 0.000, 0.000, 0.000, 0.000, 0.000, -0.001, -0.001]}